The following is a quantum chemistry calculation of a molecular structure, C28H24N4O6S2SbSe4V in a non-equilibrium geometry, from the OMol25 dataset.

```
70
Properties=species:S:1:pos:R:3:nbo_charge:R:1
V -1.1571 1.4333 -1.1866 0.998
C 0.3593 1.1469 4.1592 -0.084
O 1.4733 0.9848 3.2468 -0.482
C 0.9304 1.0305 2.0212 0.527
N -0.3220 1.1109 1.8891 -0.447
C -0.8912 1.1563 3.2384 -0.115
C -1.8210 -0.0050 3.5093 -0.052
C -1.9395 -1.0703 2.6272 -0.209
C -2.7742 -2.1388 2.9293 -0.201
C -3.4936 -2.1508 4.1137 -0.215
C -3.3823 -1.0841 4.9960 -0.220
C -2.5528 -0.0168 4.6930 -0.158
C 1.8564 0.9734 0.8794 0.130
C 3.2342 1.0619 1.0619 -0.112
C 4.0666 0.9760 -0.0400 -0.142
C 3.5059 0.8359 -1.2915 -0.190
C 2.1247 0.7848 -1.3694 0.118
N 1.2983 0.8253 -0.3186 -0.385
C 1.3802 0.7170 -2.6307 0.669
N 0.1577 1.1176 -2.7056 -0.564
C -0.3473 0.7729 -4.0476 -0.108
C 0.8640 0.0836 -4.7041 -0.078
O 1.9378 0.2369 -3.7133 -0.431
C -1.5876 -0.1090 -3.9082 -0.063
C -2.6164 -0.0043 -4.8350 -0.199
C -3.7526 -0.7849 -4.7047 -0.182
C -3.8759 -1.6658 -3.6384 -0.184
C -2.8549 -1.7743 -2.7107 -0.169
C -1.7071 -1.0053 -2.8450 -0.219
H 0.5066 2.0831 4.6894 0.215
H 0.3678 0.3070 4.8515 0.197
H -1.4423 2.0958 3.3410 0.238
H -1.4025 -1.0480 1.6880 0.227
H -2.8692 -2.9585 2.2283 0.213
H -4.1485 -2.9809 4.3447 0.214
H -3.9510 -1.0790 5.9169 0.214
H -2.4814 0.8217 5.3774 0.203
H 3.6240 1.2058 2.0581 0.250
H 5.1387 1.0515 0.0772 0.234
H 4.1031 0.7927 -2.1911 0.242
H -0.6156 1.6939 -4.5654 0.230
H 1.1886 0.5513 -5.6280 0.216
H 0.7065 -0.9836 -4.8410 0.220
H -2.5396 0.7154 -5.6420 0.214
H -4.5579 -0.6846 -5.4201 0.222
H -4.7783 -2.2495 -3.5190 0.225
H -2.9512 -2.4422 -1.8656 0.227
H -0.9037 -1.1406 -2.1239 0.217
Se 3.2052 4.3053 -0.4264 -0.690
Sb 1.4136 5.1445 0.9024 1.008
Se 1.2601 4.7450 3.2211 -0.626
Se 0.0582 6.8474 -0.1297 -0.570
Se -0.5877 3.2602 -0.2753 0.429
O -4.0539 2.3771 0.2423 -0.905
S -3.6500 1.3404 -0.6451 2.556
O -4.6462 0.4176 -1.0994 -0.911
O -2.4139 0.5932 -0.0834 -0.896
O -2.8423 1.9267 -1.8460 -0.879
S 1.1595 -2.5559 -1.4719 -0.283
C 2.3841 -2.5245 -0.3308 0.087
N 3.6900 -2.6420 -0.7114 -0.513
C 4.7528 -2.6300 0.1354 0.054
C 4.5636 -2.4934 1.4692 -0.296
C 3.2333 -2.3736 1.9414 -0.117
C 2.1836 -2.3891 1.0771 -0.274
H 3.8368 -2.7525 -1.7051 0.432
H 5.7247 -2.7381 -0.3234 0.224
H 5.4075 -2.4844 2.1415 0.239
H 3.0502 -2.2619 3.0024 0.233
H 1.1633 -2.3020 1.4234 0.249
```

Its charge is 0. Its largest force on an atom is 0.035 Eh/bohr. The HOMO energy (alpha / beta) comes out at -7.40 / -7.40 eV. The calculation puts the lowest unoccupied orbital energy (alpha / beta) at -2.5 / -2.6 eV.

The following is a quantum chemistry calculation of a molecular structure, Br2ClOPS2 in a non-equilibrium geometry, from the OMol25 dataset.

```
7
Properties=species:S:1:pos:R:3:nbo_charge:R:1
O 1.2896 1.7790 -2.8443 -0.995
P 1.0642 0.8068 -1.8616 1.302
S 0.6532 1.7505 0.1331 -0.272
S 1.3161 0.2409 1.3691 0.021
Cl -2.3016 -2.7721 0.8271 -0.100
Br -1.7454 -1.0769 -0.2020 0.102
Br -0.2761 -0.7282 2.5786 -0.057
```

The energy above the lowest of the compared OMol25 structures with the same formula, charge and spin comes out at 2.388 eV. Its charge is 0. Its largest force on an atom is 0.110 Eh/bohr. The HOMO energy comes out at -9.18 eV. The calculation puts the lowest unoccupied orbital energy at -1.4 eV.

The following is a quantum chemistry calculation of 2 unconnected molecules or ions with the total composition C4H7NO2 in a non-equilibrium geometry, from the OMol25 dataset.

```
14
Properties=species:S:1:pos:R:3:nbo_charge:R:1
O 2.4393 0.1564 0.1092 -0.710
C 1.2423 -0.0189 -0.6204 -0.104
C 0.0818 -0.2940 0.3015 0.149
C -0.5208 -1.4800 0.4003 -0.478
N -0.1866 0.8075 1.1393 -0.842
C -1.9074 1.1682 -1.4745 0.495
O -2.9341 0.6911 -1.5551 -0.495
H 2.1906 0.6122 0.9258 0.475
H 1.0179 0.8784 -1.2242 0.162
H 1.3894 -0.8525 -1.3124 0.189
H -0.1709 -2.3271 -0.1796 0.210
H -1.3403 -1.6509 1.0948 0.195
H -0.9545 0.6469 1.7810 0.376
H -0.3468 1.6627 0.6143 0.376
```

The energy above the lowest of the compared OMol25 structures with the same formula, charge and spin comes out at 1.750 eV. Its charge is 0. Its largest force on an atom is 0.028 Eh/bohr. The HOMO energy comes out at -8.93 eV. The calculation puts the lowest unoccupied orbital energy at 0.8 eV.

The following is a quantum chemistry calculation of a gas-phase ion, C4H9N6O4 (charge +1) in a non-equilibrium geometry, from the OMol25 dataset.

```
23
Properties=species:S:1:pos:R:3:nbo_charge:R:1
C -0.4089 -0.3735 0.2906 0.479
C 0.4848 0.5889 -0.3318 0.084
C -2.0060 -1.0173 1.7732 -0.225
C -1.3212 -2.2591 1.1206 -0.258
N 1.5122 -0.9528 -1.7672 -0.148
N 1.0935 2.8271 -0.2308 0.092
N -1.3490 -0.0038 1.0520 -0.482
N 1.4395 0.3819 -1.2738 0.324
N 0.1312 1.9864 -0.1391 0.253
N -0.2828 -1.7340 0.3676 -0.542
O 2.3184 1.1671 -1.5553 -0.299
O -1.0249 2.2322 0.2745 -0.507
O 2.5889 -1.1689 -2.5329 -0.491
O 0.8241 4.1961 -0.1224 -0.483
H -3.1846 -1.0736 1.6008 0.241
H -1.8600 -0.8303 2.8027 0.227
H -1.1663 -3.1979 1.7778 0.259
H -2.1233 -2.7619 0.4556 0.207
H -1.4780 1.0017 1.2107 0.471
H 0.6855 -1.0904 -2.2341 0.369
H 0.4348 -2.2348 0.0304 0.430
H 3.0497 -0.3179 -2.5566 0.494
H 1.6426 4.6347 -0.0126 0.505
```

The energy above the lowest of the compared OMol25 structures with the same formula, charge and spin comes out at 0.861 eV. Its charge is +1. Its largest force on an atom is 0.116 Eh/bohr. The HOMO energy (alpha / beta) comes out at -13.19 / -13.19 eV. The structure (SMILES) is O=[N+](NO)C(=C1NCCN1)/[N+]([O-])=N/O. The calculation puts the lowest unoccupied orbital energy (alpha / beta) at -5.2 / -5.2 eV.

The following is a quantum chemistry calculation of a molecular structure, C44H55BBr57ClI2N3O8S3 in a non-equilibrium geometry, from the OMol25 dataset.

```
174
Properties=species:S:1:pos:R:3:lowdin_charge:R:1
C 5.1261 -4.6072 -2.8105 -0.083
C 4.1429 -5.4893 -3.6199 -0.117
C 2.8839 -4.7246 -4.0343 -0.463
O 2.9795 -3.7652 -4.7573 0.131
O 1.7004 -5.2351 -3.5719 0.013
C 0.7545 -4.2383 -3.1840 -0.148
C 0.0437 -4.5334 -1.8447 -0.104
C 0.4530 -3.6494 -0.6195 -0.309
C 2.0016 -3.6803 -0.5881 -0.041
B 2.8344 -5.0258 -0.3658 -0.655
O 3.9449 -4.9216 0.4708 0.136
O 2.6411 -6.2819 -0.9386 0.154
N -0.1172 -4.3853 0.5606 -0.274
S -1.9052 -4.5988 0.4954 0.783
C 0.1351 -3.7910 1.9273 -0.702
N 1.4060 -4.1946 2.4704 -0.012
I -1.3104 -4.9213 3.2628 0.977
C -0.0650 -2.2112 1.9756 -0.567
Cl 1.5879 -1.5366 2.3671 0.817
C -0.8445 -1.8309 3.2939 -0.260
C -0.7970 -0.2910 3.5364 -0.161
C -0.0400 0.1950 4.7713 -0.221
C 0.2388 -0.4846 5.9466 -0.201
C 0.9093 0.1293 6.9826 -0.150
C 1.3010 1.4311 6.9063 -0.077
C 1.0304 2.1359 5.7422 -0.142
C 0.3793 1.5184 4.7120 -0.076
C -0.6152 -1.5426 0.6842 -0.189
C -2.1335 -1.2319 0.6796 -0.151
C -2.4702 0.0451 -0.1553 -0.182
C -3.6909 0.8118 0.3977 -0.192
S -3.0519 2.3994 0.9921 0.579
O -2.2694 2.1074 2.1554 -0.285
O -2.2726 3.0230 -0.0220 -0.303
O -4.3052 3.3269 1.3673 -0.125
C -0.0800 -2.1503 -0.7184 -0.246
C 0.8625 -1.1013 -1.3533 -0.124
C 2.0442 -0.4573 -0.6027 -0.753
O 1.9276 0.4491 0.1707 -0.042
I 4.1479 -0.9661 -0.9879 0.925
N -1.2976 -2.2606 -1.5590 0.052
C -1.3126 -1.8650 -2.7057 -0.720
S -1.1343 -1.2321 -4.1204 0.725
H 4.7618 -3.5937 -2.6215 0.021
H 5.3580 -5.1018 -1.8619 0.074
H 6.0811 -4.5046 -3.3328 0.078
H 3.8832 -6.4131 -3.1031 0.103
H 4.6332 -5.7321 -4.5675 0.123
H -0.0016 -4.2084 -3.9772 0.125
H 1.2101 -3.2445 -3.1922 0.103
H -1.0221 -4.5317 -2.0742 0.085
H 0.2504 -5.5900 -1.6081 0.128
H 2.4376 -3.2093 -1.4787 0.069
H 2.3094 -3.0188 0.2336 0.060
H 3.7815 -5.5400 1.1946 0.105
H 1.9393 -6.8024 -0.5359 0.106
H 0.1916 -5.3608 0.6170 0.127
H -2.2072 -5.4423 -0.5281 -0.047
H 1.5366 -5.1797 2.2407 0.084
H 1.3503 -4.1610 3.4855 0.023
H -0.3320 -2.2907 4.1383 0.044
H -1.9029 -2.0831 3.2124 0.062
H -0.4012 0.2508 2.6746 0.091
H -1.8254 0.0750 3.6557 0.118
H -0.0841 -1.5200 6.0453 0.076
H 1.1361 -0.4300 7.8860 0.112
H 1.8115 1.9534 7.7086 0.114
H 1.3173 3.2043 5.6482 -0.051
H 0.1585 2.1060 3.8269 0.066
H -0.2052 -0.5280 0.7296 0.105
H -2.7830 -2.0723 0.4300 0.077
H -2.4780 -0.9178 1.6734 0.095
H -1.5827 0.6782 -0.2446 0.110
H -2.7271 -0.2680 -1.1714 0.102
H -4.3313 1.0688 -0.4530 0.111
H -4.2385 0.2829 1.1806 0.111
H -5.0169 2.7091 1.6040 0.094
H 1.2700 -1.3748 -2.3336 0.063
H 0.2538 -0.2038 -1.5366 0.134
C 1.5201 5.4829 2.2803 -1.572
Br 0.3877 4.7419 0.9098 0.621
Br 1.0964 7.3309 2.6459 0.575
Br 1.4749 4.4090 3.8818 0.685
H 2.5366 5.4576 1.9081 -0.067
C 5.9566 4.1230 3.0076 -1.614
Br 4.7437 3.0514 1.9629 0.557
Br 5.7465 6.0000 2.6232 0.592
Br 5.7869 3.7541 4.8922 0.572
H 6.9606 3.8462 2.7170 -0.028
C 1.3586 1.3732 -6.0280 -1.618
Br -0.4388 0.7108 -6.2583 0.561
Br 2.2929 0.4007 -4.6405 0.570
Br 2.3466 1.3779 -7.6771 0.609
H 1.2759 2.4015 -5.6958 -0.131
C -6.1215 -4.1626 3.2375 -1.595
Br -6.7817 -3.0885 1.7765 0.570
Br -6.9963 -5.8740 3.3227 0.583
Br -4.1859 -4.3532 3.1637 0.428
H -6.3565 -3.6350 4.1526 -0.025
C 3.2404 4.7729 -3.5823 -1.593
Br 1.4435 4.1273 -3.8355 0.591
Br 4.1691 3.7865 -2.2114 0.577
Br 4.2137 4.8015 -5.2428 0.606
H 3.1625 5.7968 -3.2402 -0.070
C 8.0914 -1.4921 0.4919 -1.596
Br 6.8250 -0.4801 1.5186 0.511
Br 8.7234 -3.0440 1.4400 0.587
Br 7.3218 -1.9506 -1.2216 0.523
H 8.9479 -0.8583 0.3084 -0.022
C -1.9767 6.8717 -4.3250 -1.618
Br -2.3341 4.9772 -4.1809 0.551
Br -0.4456 7.2355 -5.4399 0.528
Br -3.5303 7.8414 -4.9113 0.572
H -1.7355 7.2250 -3.3306 -0.061
C 1.3679 7.8660 6.8700 -1.610
Br 3.0744 8.4271 6.1661 0.572
Br 1.2022 5.9466 6.8950 0.566
Br 1.0161 8.6386 8.6029 0.594
H 0.6094 8.2402 6.1962 -0.033
C 4.2955 -2.1859 5.5142 -1.551
Br 5.0456 -3.0559 3.9614 0.561
Br 4.9251 -0.3753 5.6866 0.611
Br 2.3670 -2.2552 5.5013 0.749
H 4.6385 -2.7336 6.3822 -0.023
C -6.3635 6.2944 -7.8761 -1.635
Br -6.5415 8.1698 -8.2744 0.560
Br -4.6341 5.6147 -8.3905 0.559
Br -6.7521 5.9207 -6.0256 0.543
H -7.1004 5.7707 -8.4685 -0.032
C 8.4241 -2.1701 6.3567 -1.654
Br 10.0758 -1.7648 5.4532 0.574
Br 8.1745 -4.0699 6.5754 0.558
Br 8.2752 -1.2326 8.0354 0.569
H 7.6205 -1.8162 5.7230 -0.087
C 4.9052 8.0323 9.8833 -1.654
Br 6.6107 8.5932 9.1813 0.566
Br 4.7403 6.1094 9.9096 0.548
Br 4.5559 8.8032 11.6147 0.571
H 4.1455 8.4072 9.2096 -0.091
C 5.4574 7.8649 -7.2364 -1.659
Br 6.2826 7.3882 -8.9106 0.579
Br 6.0819 9.5683 -6.5883 0.577
Br 3.5349 7.8078 -7.3484 0.534
H 5.7552 7.1202 -6.5106 -0.072
C -5.0295 -3.3402 -4.9616 -1.641
Br -5.3290 -1.5272 -5.5340 0.580
Br -3.3609 -4.0315 -5.6296 0.567
Br -5.1473 -3.5113 -3.0398 0.530
H -5.8211 -3.9466 -5.3825 -0.140
C -9.2270 -5.0301 -5.2506 -1.616
Br -9.5073 -3.2144 -5.8262 0.586
Br -7.5767 -5.7461 -5.9492 0.625
Br -9.3154 -5.1962 -3.3334 0.573
H -10.0303 -5.6259 -5.6615 -0.028
C 1.0418 9.5870 -2.1341 -1.609
Br -0.6698 10.2363 -1.5364 0.590
Br 1.1054 7.6580 -2.1190 0.564
Br 1.5229 10.3023 -3.8564 0.577
H 1.7820 9.9345 -1.4271 -0.029
C -7.3927 11.7262 -11.1013 -1.646
Br -5.7452 12.2045 -10.2233 0.563
Br -7.1822 10.1651 -12.2112 0.560
Br -8.8328 11.5120 -9.8389 0.558
H -7.6582 12.5472 -11.7523 -0.032
C -6.2855 -9.9397 3.3211 -1.630
Br -5.7181 -10.0472 1.4820 0.560
Br -8.1250 -9.3851 3.4675 0.561
Br -5.9655 -11.5872 4.2673 0.606
H -5.6841 -9.1762 3.7954 -0.041
C -9.2448 -13.1112 2.2801 -1.657
Br -10.9527 -12.4348 2.8621 0.562
Br -9.0882 -15.0076 2.5760 0.579
Br -8.8792 -12.6398 0.4470 0.553
H -8.4893 -12.6310 2.8881 -0.095
```

Its charge is +1. Its largest force on an atom is 0.056 Eh/bohr. The HOMO energy comes out at -10.74 eV. The calculation puts the lowest unoccupied orbital energy at -3.9 eV.

The following is a quantum chemistry calculation of a gas-phase ion, C8H5O4 (charge -1) in a non-equilibrium geometry, from the OMol25 dataset.

```
17
Properties=species:S:1:pos:R:3:nbo_charge:R:1
O 3.1705 -0.4656 -1.4587 -0.709
C 3.2865 0.0235 -0.2123 0.891
O 3.9442 1.3530 -0.0851 -0.818
O 2.8104 -0.6525 1.0162 -0.554
C 1.5446 -1.2915 0.6082 0.765
O 1.5970 -2.6358 0.4069 -0.578
C 0.1195 -0.5317 0.3250 -0.128
C 0.1063 1.1129 0.3256 -0.180
C -1.3173 1.8564 -0.0101 -0.239
C -2.6909 1.0010 -0.2861 -0.246
C -2.6297 -0.6385 -0.2674 -0.254
C -1.2202 -1.4833 0.0484 -0.179
H 1.0669 1.7450 0.5537 0.290
H -1.3205 3.0293 -0.0464 0.227
H -3.6920 1.5712 -0.5065 0.227
H -3.5723 -1.3305 -0.4748 0.222
H -1.2028 -2.6630 0.0635 0.263
```

The energy above the lowest of the compared OMol25 structures with the same formula, charge and spin comes out at 9.200 eV. Its charge is -1. Its largest force on an atom is 0.171 Eh/bohr. The HOMO energy comes out at -4.39 eV. The structure (SMILES) is O=C([O-])OC(=O)c1ccccc1. The calculation puts the lowest unoccupied orbital energy at 2.0 eV.